## w
{"formula": "C4H11N2O2", "method": "ωB97M-V/def2-TZVPD", "species": ["C", "C", "C", "C", "N", "N", "O", "O", "H", "H", "H", "H", "H", "H", "H", "H", "H", "H", "H"], "coordinates": [[0.460, -1.241, 0.848], [1.546, 0.511, -0.630], [-0.512, -0.400, 0.041], [-2.269, 1.149, 0.144], [-1.015, -0.844, -1.113], [1.793, -0.710, 0.411], [1.922, 1.642, -0.052], [-1.101, 0.494, 0.766], [0.305, -0.887, 1.906], [0.466, -2.356, 0.800], [2.004, 0.473, -1.580], [-3.149, 0.612, 0.130], [-1.909, 1.577, -0.831], [-2.448, 1.906, 0.958], [-0.538, -1.655, -1.513], [-1.639, -0.317, -1.782], [2.603, -0.438, 1.071], [2.189, -1.474, -0.227], [1.292, 1.956, 0.652]], "mulliken_charge": [-0.7665, -0.4689, 0.8621, -0.9099, -0.4454, -0.1328, -0.5151, -0.3153, 0.2862, 0.4243, 0.3891, 0.3817, 0.4254, 0.2539, 0.2254, 0.2301, 0.3523, 0.3708, 0.3526], "homo_energy_ev": [-11.0470, -11.0464], "spin_multiplicity": 1, "e_lumo_ev": [-3.19, -3.19], "charge": 1}

=====

## x
{"formula": "C4H11N2O2", "method": "ωB97M-V/def2-TZVPD", "species": ["N", "C", "C", "C", "O", "C", "N", "O", "H", "H", "H", "H", "H", "H", "H", "H", "H", "H", "H"], "coordinates": [[0.390, -0.440, -1.621], [-0.407, -0.030, -0.403], [0.582, 0.508, 0.637], [0.868, 1.991, 0.473], [1.731, -0.319, 0.483], [-1.268, -1.322, -0.139], [-1.972, -1.434, 0.984], [-1.240, -2.162, -1.017], [1.067, -1.125, -1.265], [0.913, 0.316, -2.061], [-0.246, -0.805, -2.328], [-1.114, 0.716, -0.774], [0.137, 0.379, 1.626], [0.505, 2.597, 1.303], [0.552, 2.410, -0.481], [1.954, 2.147, 0.517], [2.125, -0.486, 1.344], [-1.978, -0.718, 1.690], [-2.599, -2.225, 1.032]], "mulliken_charge": [-0.3123, -0.3920, 0.3539, -1.2767, -0.5830, 0.3700, -0.3325, -0.6201, 0.3380, 0.3307, 0.3535, 0.4404, 0.4841, 0.3312, 0.3170, 0.3485, 0.3555, 0.2049, 0.2890], "homo_energy_ev": -14.5686, "spin_multiplicity": 1, "e_lumo_ev": -3.21, "charge": 1}

=====

Least stable: w

=====

## w
{"formula": "C4H3Cl2N", "method": "ωB97M-V/def2-TZVPD", "species": ["C", "C", "C", "C", "N", "Cl", "Cl", "H", "H", "H"], "coordinates": [[1.049, -0.535, 0.004], [1.750, 0.685, -0.061], [-0.238, 0.318, -0.065], [-1.622, -0.093, -0.005], [0.416, 1.420, 0.012], [1.280, -2.231, 0.106], [3.378, 1.055, 0.009], [-1.689, -0.973, 0.694], [-2.001, -0.450, -1.024], [-2.323, 0.804, 0.331]], "mulliken_charge": [-0.0342, 0.2760, 0.7540, -0.8606, -0.6187, -0.1873, -0.1587, 0.2941, 0.2666, 0.2688], "homo_energy_ev": [-8.1786, -8.1809], "spin_multiplicity": 1, "e_lumo_ev": [-0.39, -0.39]}

=====

## x
{"formula": "C4H3Cl2N", "method": "ωB97M-V/def2-TZVPD", "species": ["C", "C", "C", "C", "N", "Cl", "Cl", "H", "H", "H"], "coordinates": [[0.453, 0.146, 0.970], [0.476, -1.075, 1.564], [-0.077, -0.285, -0.309], [-0.418, 0.590, -1.470], [-0.416, -1.503, -0.079], [1.033, 1.589, 1.440], [0.545, -1.721, 3.048], [-0.089, 0.104, -2.445], [-0.072, 1.639, -1.275], [-1.436, 0.515, -1.443]], "mulliken_charge": [0.0530, 0.2489, 0.6668, -0.9249, -0.5778, -0.2195, -0.1324, 0.2830, 0.2792, 0.3238], "homo_energy_ev": [-8.6626, -8.6630], "spin_multiplicity": 1, "e_lumo_ev": [-0.14, -0.14]}

=====

## y
{"formula": "C4H3Cl2N", "method": "ωB97M-V/def2-TZVPD", "species": ["C", "C", "C", "C", "N", "Cl", "Cl", "H", "H", "H"], "coordinates": [[1.006, 3.870, -0.937], [1.114, 2.130, -0.305], [-0.017, 1.415, -0.384], [0.000, -0.058, -0.094], [0.983, 4.865, -1.512], [2.666, 1.841, 0.076], [-1.428, 2.268, -0.874], [0.960, -0.078, 0.279], [-0.134, -0.715, -0.948], [-0.726, -0.592, 0.597]], "mulliken_charge": [0.0066, 0.0157, 0.6969, -0.9299, -0.3535, -0.1441, -0.1606, 0.2906, 0.2797, 0.2986], "homo_energy_ev": -9.9189, "spin_multiplicity": 1, "e_lumo_ev": 0.51}

=====

Least stable: x

=====

## w
{"formula": "C5H15N3", "method": "ωB97M-V/def2-TZVPD", "species": ["C", "C", "N", "N", "H", "H", "H", "H", "H", "H", "H", "H", "C", "C", "C", "N", "H", "H", "H", "H", "H", "H", "H"], "coordinates": [[0.683, -1.064, -1.338], [1.854, -1.700, -0.577], [1.828, -1.327, 0.842], [0.563, -1.760, -2.632], [-0.209, -1.166, -0.714], [0.915, -0.029, -1.570], [1.810, -2.783, -0.769], [2.797, -1.413, -1.045], [2.644, -1.743, 1.280], [1.052, -1.830, 1.268], [0.114, -2.656, -2.522], [-0.015, -1.240, -3.267], [-2.611, 2.300, 0.111], [-1.758, 1.561, 1.091], [-0.435, 1.723, 1.196], [0.401, 1.179, 2.187], [-2.028, 2.919, -0.570], [-3.194, 1.573, -0.458], [-3.287, 2.985, 0.629], [-2.242, 0.907, 1.812], [0.086, 2.349, 0.478], [1.151, 0.642, 1.750], [-0.118, 0.573, 2.818]], "mulliken_charge": [-0.1817, -0.6553, -0.5138, -0.6815, 0.2581, 0.2680, 0.3135, 0.2866, 0.2256, 0.2320, 0.2071, 0.2327, -1.1532, -0.1112, -0.1213, -0.6447, 0.3052, 0.2758, 0.3143, 0.2595, 0.3085, 0.3328, 0.2432], "homo_energy_ev": -7.8988, "spin_multiplicity": 1, "e_lumo_ev": 0.97}

=====

## x
{"formula": "C5H15N3", "method": "ωB97M-V/def2-TZVPD", "species": ["N", "C", "C", "C", "N", "C", "N", "C", "H", "H", "H", "H", "H", "H", "H", "H", "H", "H", "H", "H", "H", "H", "H"], "coordinates": [[-0.492, -1.431, -1.310], [0.335, -0.244, -0.796], [1.573, -0.526, 0.041], [1.396, -1.569, 1.167], [1.445, -2.921, 0.568], [-0.729, 0.698, 0.085], [-0.560, 2.118, -0.238], [-1.759, 3.028, -0.031], [-0.951, -1.967, -0.625], [-1.180, -1.129, -2.013], [0.537, 0.294, -1.717], [2.004, 0.385, 0.437], [2.460, -0.878, -0.557], [0.453, -1.505, 1.865], [2.257, -1.512, 1.797], [0.834, -2.830, -0.227], [0.982, -3.523, 1.117], [-1.796, 0.544, -0.323], [-0.710, 0.420, 1.226], [0.209, 2.612, 0.122], [-2.119, 3.513, 0.904], [-1.630, 3.847, -0.840], [-2.558, 2.577, -0.651]], "mulliken_charge": [-0.7524, 0.2472, -0.8910, -0.4333, -0.6896, -0.5036, -0.2418, -0.9743, 0.1822, 0.2729, 0.2862, 0.3635, 0.3450, 0.2678, 0.3494, 0.3176, 0.2307, 0.3919, 0.0890, 0.1973, 0.2781, 0.3307, 0.3365], "homo_energy_ev": -8.5132, "spin_multiplicity": 1, "e_lumo_ev": 1.01}

=====

Least stable: x

=====

## w
{"formula": "C4H4Br4", "method": "ωB97M-V/def2-TZVPD", "species": ["C", "C", "C", "C", "Br", "Br", "Br", "Br", "H", "H", "H", "H"], "coordinates": [[1.803, 0.216, 1.738], [0.510, 0.415, 1.323], [-0.238, -0.409, 0.393], [-1.251, -0.163, -2.058], [0.184, -2.168, -0.080], [-0.383, 2.175, 1.528], [-2.440, 1.269, -2.396], [0.188, -0.387, -3.283], [2.363, -0.720, 1.450], [2.253, 0.983, 2.333], [-1.180, -0.290, 0.701], [-1.810, -0.923, -1.650]], "mulliken_charge": [-0.7187, 0.4732, -0.6428, -0.4779, -0.0689, -0.1407, -0.0545, -0.0273, 0.2423, 0.2876, 0.5701, 0.5577], "homo_energy_ev": [-8.6536, -8.5634], "spin_multiplicity": 1, "e_lumo_ev": [-0.74, -1.18]}

=====

## x
{"formula": "C4H4Br4", "method": "ωB97M-V/def2-TZVPD", "species": ["C", "C", "C", "C", "Br", "Br", "Br", "Br", "H", "H", "H", "H"], "coordinates": [[1.027, 0.412, 0.276], [-1.456, -0.115, 0.178], [1.742, -0.860, -0.084], [-2.154, 0.818, -0.405], [1.116, 1.047, 2.087], [-1.512, -1.882, 0.788], [-3.978, 0.526, -0.720], [1.225, 1.956, -0.863], [1.024, -1.545, -0.688], [2.011, -1.313, 0.816], [2.574, -0.698, -0.697], [-1.620, 1.653, -0.689]], "mulliken_charge": [0.0698, -0.0746, -0.9874, -0.0518, -0.0334, -0.0268, -0.1505, -0.0747, 0.2072, 0.3790, 0.4038, 0.3395], "homo_energy_ev": [-8.5967, -8.7378], "spin_multiplicity": 1, "e_lumo_ev": [-0.89, -0.76]}

=====

Least stable: w

=====

## w
{"formula": "C3H2N2O", "method": "ωB97M-V/def2-TZVPD", "species": ["C", "C", "C", "N", "N", "O", "H", "H"], "coordinates": [[-0.354, 0.971, -0.459], [0.787, 0.037, -0.124], [-1.399, 0.017, -0.015], [-0.204, 0.221, 0.801], [1.933, -0.209, 0.050], [3.058, -0.544, -0.173], [-2.293, 0.455, 0.405], [-1.528, -0.948, -0.485]], "mulliken_charge": [-0.4242, 0.4453, -0.1460, -0.2835, 0.5313, -0.5554, 0.2241, 0.2084], "homo_energy_ev": [-9.1028, -9.4581], "spin_multiplicity": 1, "e_lumo_ev": [-1.45, -0.75]}

=====

## x
{"formula": "C3H2N2O", "method": "ωB97M-V/def2-TZVPD", "species": ["C", "C", "C", "N", "N", "O", "H", "H"], "coordinates": [[1.411, -0.569, 0.437], [0.517, 0.339, -0.403], [-1.842, 0.228, 0.074], [0.692, -1.113, -0.405], [-0.828, 0.772, -0.108], [-2.894, -0.122, 0.342], [2.107, -0.613, 1.218], [0.837, 1.079, -1.154]], "mulliken_charge": [-0.0683, 0.0488, 0.4959, -0.4458, -0.3127, -0.3984, 0.3233, 0.3573], "homo_energy_ev": -9.5410, "spin_multiplicity": 1, "e_lumo_ev": 0.86}

=====

## y
{"formula": "C3H2N2O", "method": "ωB97M-V/def2-TZVPD", "species": ["C", "C", "C", "N", "N", "O", "H", "H"], "coordinates": [[-1.084, 1.388, 0.061], [-0.029, 1.843, 0.629], [-0.131, 0.221, -0.027], [1.450, 0.654, 0.800], [1.300, 1.854, 1.117], [1.976, 2.715, 1.612], [-0.169, -0.704, 0.540], [0.077, -0.083, -1.182]], "mulliken_charge": [-0.6125, 0.3918, -0.0247, -0.5810, 0.9720, -0.6194, 0.2390, 0.2349], "homo_energy_ev": -10.3115, "spin_multiplicity": 1, "e_lumo_ev": -0.20}

=====

Least stable: y

=====

## w
{"formula": "C2H6N2O3", "method": "ωB97M-V/def2-TZVPD", "species": ["C", "C", "N", "N", "O", "O", "O", "H", "H", "H", "H", "H", "H"], "coordinates": [[-1.207, -0.559, 0.659], [-0.728, -0.193, -0.743], [0.426, 0.657, -0.801], [1.798, -0.291, 0.065], [1.931, -1.397, -0.318], [2.378, 0.419, 0.806], [0.315, 1.731, 0.059], [-2.146, -1.108, 0.596], [-0.472, -1.187, 1.165], [-1.363, 0.342, 1.252], [-0.461, -1.082, -1.317], [-1.522, 0.341, -1.277], [1.052, 2.327, -0.146]], "mulliken_charge": [-1.0238, -0.2425, -0.2083, 0.9074, -0.4903, -0.5303, -0.3473, 0.3669, 0.2935, 0.3080, 0.2756, 0.3343, 0.3569], "homo_energy_ev": -9.3027, "spin_multiplicity": 1, "e_lumo_ev": 0.60}

=====

## x
{"formula": "C2H6N2O3", "method": "ωB97M-V/def2-TZVPD", "species": ["C", "C", "N", "N", "O", "O", "O", "H", "H", "H", "H", "H", "H"], "coordinates": [[-0.140, -1.235, 1.905], [0.014, 0.622, -0.793], [0.078, -1.383, 0.701], [1.017, 0.163, 0.072], [-1.125, 0.763, -0.059], [0.348, 1.877, -1.380], [-0.046, -0.252, -1.924], [-0.468, -2.109, 2.444], [0.145, -0.431, 2.580], [0.955, 0.751, 0.836], [-1.822, 0.932, -0.595], [1.018, 1.558, -2.048], [0.027, -1.256, -1.740]], "mulliken_charge": [-0.2274, 0.8943, -0.2746, -0.5562, -0.4360, -0.5222, -0.5881, 0.2742, 0.2194, 0.2510, 0.2659, 0.3245, 0.3753], "homo_energy_ev": -10.1084, "spin_multiplicity": 1, "e_lumo_ev": 0.37}

=====

Least stable: w